(1)
{
  "formula": "C11H14N2",
  "method": "wB97M-V/def2-TZVPD",
  "symbols": ["C", "C", "C", "N", "C", "N", "H", "H", "H", "H", "H", "H", "C", "C", "C", "C", "C", "C", "C", "H", "H", "H", "H", "H", "H", "H", "H"],
  "xyz": [[2.1729, 0.9864, 1.2791], [1.7284, 1.6787, 0.0333], [1.8129, 3.0179, -0.2656], [1.3347, 3.1585, -1.5709], [0.7730, 1.9553, -1.8697], [1.0391, 1.0413, -0.9673], [1.8376, -0.0377, 1.3381], [1.6761, 1.5168, 2.0991], [3.2371, 1.2008, 1.3606], [2.2605, 3.8282, 0.2918], [1.1383, 3.9287, -2.1842], [-0.1104, 1.7820, -2.4811], [0.1177, -2.5989, -1.2975], [-0.8305, -2.1087, -0.2539], [-1.0904, -2.8734, 0.9450], [-1.7766, -2.2675, 1.9577], [-2.3741, -0.9707, 1.8264], [-2.2005, -0.3088, 0.6621], [-1.4013, -0.8693, -0.3428], [-0.3880, -3.1966, -2.0638], [0.9284, -3.2318, -0.9113], [0.6195, -1.8751, -1.9528], [-0.7882, -3.9163, 0.9521], [-1.9966, -2.6429, 2.9554], [-2.9238, -0.6387, 2.6952], [-2.6825, 0.6295, 0.4086], [-1.2768, -0.3671, -1.2971]],
  "mulliken_charge": [-1.0935, 0.5393, -0.5992, -0.0697, -0.3818, -0.2128, 0.2242, 0.2960, 0.3251, 0.4057, 0.2124, 0.3637, -1.5249, 0.7924, -0.5770, -0.3702, -0.4396, -0.5460, -0.0513, 0.3658, 0.3404, 0.3185, 0.3875, 0.3202, 0.3890, 0.3519, 0.2339],
  "smiles": "Cc1c[nH]cn1.Cc1ccccc1",
  "total_energy_ha": -537.03239,
  "de_lowest_kj_mol": 98.9,
  "gap_ev": 9.311
}

=====

(2)
{
  "formula": "C11H14N2O",
  "method": "wB97M-V/def2-TZVPD",
  "symbols": ["C", "C", "C", "N", "C", "C", "C", "C", "C", "C", "H", "H", "H", "H", "H", "H", "H", "H", "H", "C", "C", "N", "O", "H", "H", "H", "H", "H"],
  "xyz": [[-3.5396, -0.6231, -0.3259], [-2.0426, -0.6595, -0.5996], [-1.4681, -1.9134, -0.6244], [-0.2159, -1.8670, -1.2420], [0.1699, -0.6128, -1.4824], [1.2529, -0.0763, -2.1868], [1.2774, 1.3071, -2.1261], [0.2572, 2.1824, -1.7739], [-0.9396, 1.6087, -1.2506], [-1.0064, 0.2604, -1.0606], [-3.9063, -1.7060, -0.1540], [-4.1724, -0.2649, -1.1540], [-3.5564, -0.0928, 0.6038], [-1.9873, -2.7982, -0.7685], [0.1970, -2.7812, -1.2128], [2.2883, -0.3754, -2.7480], [2.2553, 1.9107, -2.1831], [0.2790, 3.1644, -1.8010], [-1.8937, 2.1207, -0.8478], [2.6599, -0.0863, 1.7559], [1.8797, 0.6534, 2.7760], [0.8756, 0.0151, 3.4812], [1.9571, 1.8361, 3.0429], [3.5865, -0.3375, 2.2469], [2.6673, 0.5668, 0.8582], [2.3775, -1.0930, 1.5776], [0.2756, 0.5825, 4.0339], [0.4722, -0.9210, 3.1650]],
  "mulliken_charge": [-1.1496, 0.3898, -0.7995, -0.0642, 0.1144, -0.7089, 0.0056, -1.0986, 0.0476, 0.5366, 0.3063, 0.3004, 0.3329, 0.3574, 0.2227, 0.1340, 0.2439, 0.5633, 0.2691, -0.8220, 0.6434, -0.4312, -0.6276, 0.3527, 0.1109, 0.3270, 0.2233, 0.2203],
  "smiles": "Cc1c[nH]c2ccccc12.CC(N)=O",
  "total_energy_ha": -612.22705,
  "de_lowest_kj_mol": 324.8,
  "gap_ev": 8.534
}

=====

(3)
{
  "formula": "C11H14N2O",
  "method": "wB97M-V/def2-TZVPD",
  "symbols": ["C", "C", "C", "N", "C", "C", "C", "C", "C", "C", "H", "H", "H", "H", "H", "H", "H", "H", "H", "C", "C", "N", "O", "H", "H", "H", "H", "H"],
  "xyz": [[-4.4048, 0.0844, -2.0238], [-3.3919, -0.3622, -1.0164], [-3.6718, -1.0630, 0.1148], [-2.5000, -1.2641, 0.8331], [-1.4571, -0.7197, 0.1391], [-0.0848, -0.6304, 0.4236], [0.6981, 0.0922, -0.4355], [0.1480, 0.8369, -1.5135], [-1.1783, 0.7107, -1.8238], [-1.9764, -0.1260, -1.0175], [-5.1518, -0.6913, -2.1521], [-3.9537, 0.2730, -2.9914], [-4.9179, 0.9766, -1.6685], [-4.5826, -1.4968, 0.4928], [-2.3780, -1.8670, 1.6290], [0.3818, -1.1431, 1.2511], [1.7616, 0.1422, -0.2940], [0.8036, 1.5392, -2.0204], [-1.6490, 1.2306, -2.6447], [3.9016, 0.9929, 2.7062], [4.0863, 0.5744, 1.2658], [3.9993, -0.7653, 1.0081], [4.3111, 1.3902, 0.3958], [4.6045, 0.4816, 3.3685], [2.8916, 0.7575, 3.0620], [4.0401, 2.0683, 2.7231], [3.9802, -1.0116, 0.0276], [3.5107, -1.3564, 1.6591]],
  "mulliken_charge": [-1.3580, 0.7298, -0.7685, -0.0314, -0.3123, -0.6011, -0.1945, -0.7709, -0.4682, 0.7189, 0.3729, 0.3543, 0.2671, 0.4087, 0.2009, 0.3303, 0.3723, 0.3936, 0.3391, -1.0689, 0.7299, -0.4534, -0.6145, 0.3362, 0.2869, 0.3024, 0.2805, 0.2177],
  "smiles": "Cc1c[nH]c2ccccc12.CC(N)=O",
  "total_energy_ha": -612.33754,
  "de_lowest_kj_mol": 34.7,
  "gap_ev": 8.552
}

=====

(4)
{
  "formula": "C11H14N2OS",
  "method": "wB97M-V/def2-TZVPD",
  "symbols": ["C", "C", "C", "C", "C", "C", "C", "C", "N", "C", "N", "C", "O", "C", "S", "H", "H", "H", "H", "H", "H", "H", "H", "H", "H", "H", "H", "H", "H"],
  "xyz": [[-0.2962, 1.9817, -1.2926], [-0.6375, 1.5069, 0.1509], [-1.9275, 2.1335, 0.5846], [-0.5286, -0.0101, 0.1950], [1.0369, -0.4010, 0.0968], [1.7936, -0.3414, 1.2768], [3.1506, -0.6277, 1.2667], [3.6245, -1.0651, 0.0447], [2.9550, -1.0026, -1.0764], [1.7045, -0.6921, -1.0740], [-1.3789, -0.6684, -0.8171], [-2.0521, -1.7845, -0.6552], [-2.8184, -2.3997, -1.3529], [-1.7574, -2.3205, 0.7972], [-1.1726, -0.7888, 1.7025], [-1.0512, 1.5878, -2.0733], [0.6096, 1.6111, -1.7799], [-0.2939, 3.0741, -1.3349], [0.2297, 1.8266, 0.7373], [-2.3550, 1.6657, 1.4117], [-2.6717, 2.1407, -0.2581], [-1.8719, 3.1585, 0.8814], [1.2513, -0.0163, 2.1815], [3.6294, -0.7030, 2.1919], [4.6932, -1.3310, -0.1933], [1.1980, -0.8214, -2.0400], [-1.4313, -0.0473, -1.6742], [-2.7200, -2.7600, 1.2990], [-0.9124, -2.9056, 0.8039]],
  "mulliken_charge": [-1.5533, 0.5683, -1.5867, 0.5120, 0.0182, -0.2857, -0.7509, -0.2265, -0.6427, -0.2120, 0.0921, 0.3185, -0.6520, -0.5492, -0.1279, 0.3827, 0.3334, 0.4127, 0.4283, 0.4624, 0.3026, 0.4396, 0.3702, 0.4367, 0.3178, 0.4169, 0.1269, 0.3339, 0.3137],
  "smiles": "CC(C)[C@]1(c2cccnc2)NC(=O)CS1",
  "total_energy_ha": -1010.46446,
  "de_lowest_kj_mol": 183.8,
  "gap_ev": 9.447
}

=====

(5)
{
  "formula": "C11H14N2OSi",
  "method": "wB97M-V/def2-TZVPD",
  "symbols": ["C", "C", "C", "C", "C", "C", "C", "C", "C", "C", "C", "N", "N", "O", "Si", "H", "H", "H", "H", "H", "H", "H", "H", "H", "H", "H", "H", "H", "H"],
  "xyz": [[-3.2784, -2.0764, 0.7355], [-2.2049, -2.7505, 0.2815], [-3.2266, -0.6942, 0.8957], [-0.9773, -2.2072, 0.1133], [-1.9860, -0.1360, 0.6822], [3.9028, -1.5453, 1.0681], [2.5550, -1.2793, 1.2634], [3.0868, -0.8610, -0.8094], [-0.8672, -0.8199, 0.2975], [0.5337, 2.5709, 1.6635], [0.2654, 0.8317, -3.0853], [4.1812, -1.2555, -0.2643], [2.0237, -0.7927, 0.0986], [1.1071, 1.3578, 1.2129], [0.6365, 0.2813, 0.0001], [-4.2813, -2.5284, 0.6727], [-2.3024, -3.7464, -0.1215], [-4.1556, -0.2213, 0.9103], [-0.0971, -2.7097, -0.3398], [-1.9356, 0.9646, 0.6413], [4.7018, -1.8316, 1.7331], [1.9467, -1.2447, 2.1788], [3.0112, -0.6683, -1.9344], [1.2347, 3.4170, 1.6369], [0.1353, 2.4653, 2.6011], [-0.3237, 2.8936, 1.0586], [1.1776, 1.1746, -3.3196], [-0.1537, -0.1367, -3.3237], [-0.4787, 1.6286, -2.6282]],
  "mulliken_charge": [-0.3400, -0.3949, -0.6921, -0.2857, -0.3730, -0.4738, -0.1929, -0.0803, 0.7583, -0.7759, -1.0132, -0.6162, 0.4329, -0.3228, -0.1110, 0.2977, 0.3217, 0.4030, 0.3367, 0.1436, 0.3942, 0.3653, 0.2536, 0.2738, 0.3572, 0.2997, 0.4389, 0.3386, 0.2566],
  "total_energy_ha": -901.69804,
  "de_lowest_kj_mol": 363.3,
  "gap_ev": [7.695, 7.723]
}

=====

(6)
{
  "formula": "C11H14N2S",
  "method": "wB97M-V/def2-TZVPD",
  "symbols": ["C", "C", "S", "C", "C", "C", "N", "C", "C", "C", "C", "C", "C", "N", "H", "H", "H", "H", "H", "H", "H", "H", "H", "H", "H", "H", "H", "H"],
  "xyz": [[-4.0137, 0.9223, 0.7878], [-2.8133, 0.0189, 1.2146], [-2.6414, -1.4894, 0.1102], [-1.6994, -0.5895, -1.2867], [-0.6016, 0.4018, -0.7624], [-0.6051, 1.7794, -0.6812], [0.5686, 2.2833, -0.2588], [1.3066, 1.2040, -0.1830], [2.5892, 1.0860, 0.4675], [3.1490, -0.2056, 0.3999], [4.7003, -0.5025, 0.5731], [2.4516, -1.4724, 0.1248], [1.2403, -1.3365, -0.5280], [0.6494, 0.0026, -0.4520], [-3.7972, 1.8927, 1.5595], [-4.9113, 0.3254, 0.9674], [-3.8786, 1.0152, -0.5371], [-1.7646, 0.4376, 1.1880], [-2.9556, -0.5194, 2.1218], [-2.3206, -0.2347, -2.1242], [-1.2094, -1.4751, -1.7687], [-1.3816, 2.7215, -0.7852], [3.1457, 2.0350, 0.7263], [5.2930, 0.4075, 0.4102], [4.9538, -1.1595, 1.4642], [4.8836, -1.1664, -0.3590], [3.1029, -2.3572, 0.1491], [0.3513, -1.9273, -0.5577]],
  "mulliken_charge": [-0.6903, -0.6795, -0.1075, -1.2372, -0.1712, 0.3578, -0.7246, 0.5078, -0.6096, 0.8393, -1.2997, -0.8031, -0.2396, 0.1631, 0.2313, 0.3497, 0.1312, 0.3032, 0.5248, 0.4331, 0.4399, 0.2813, 0.3182, 0.3448, 0.2924, 0.3301, 0.4107, 0.3036],
  "smiles": "CCSCc1cnc2cc(C)ccn12",
  "total_energy_ha": -935.11195,
  "de_lowest_kj_mol": 431.8,
  "gap_ev": 8.238
}